[1]
Density functional theory data (the ωB97M-V functional and the def2-TZVPD basis) for C41H60ClF3GeN5O4P3Tl as an isolated structure.

The geometry in XYZ format:
```
119
Properties=species:S:1:pos:R:3:forces:R:3:lowdin_spin:R:1
N 1.726 -0.057 1.678 -0.095 0.778 -0.185 0.093
C -4.804 1.256 -2.432 -0.085 -1.048 -0.304 0.000
O 5.902 0.045 0.592 0.056 0.072 -0.140 0.000
C 3.684 -1.324 2.502 -0.196 -0.834 0.317 0.009
O 6.838 -1.494 -0.557 -0.346 0.321 0.351 0.000
N 6.070 -1.177 0.380 0.273 -0.269 -0.219 0.000
H 0.214 -2.563 -2.561 -0.466 0.886 0.797 0.001
H 1.728 5.505 2.718 -0.277 -0.403 -0.306 0.000
H 3.325 1.171 2.343 -0.736 0.370 -0.322 0.001
H 5.304 -2.675 2.904 -0.342 0.084 0.572 0.000
H 1.421 -4.446 2.713 -0.568 -0.357 -0.088 0.000
H 0.349 -2.769 4.592 0.814 -0.527 0.353 0.000
H -1.139 -3.971 -1.877 -0.342 -0.112 0.966 0.000
C 3.083 3.560 -0.985 -0.040 -0.706 0.471 0.001
C -0.022 -1.634 -1.953 1.548 0.306 -1.001 0.001
H 0.925 1.263 3.524 0.563 -0.712 0.616 0.000
C 4.447 3.554 1.163 0.086 0.190 1.112 0.002
H 3.219 -1.445 -4.555 -0.643 -1.162 0.335 0.000
H 1.893 1.844 -5.139 0.375 -0.050 0.174 0.000
C 0.532 2.248 3.646 -0.771 1.232 0.046 0.000
C -4.073 -2.388 1.363 0.662 -0.422 0.339 0.000
F -1.966 4.485 -6.856 0.446 -0.014 0.750 0.000
C 1.449 3.267 2.989 0.283 1.920 -1.972 0.004
C -2.229 -0.704 5.196 1.055 -0.711 -1.088 0.001
Tl -1.184 2.719 -1.620 0.014 -0.409 -0.100 0.027
H -3.117 0.506 3.734 -0.534 0.522 -0.284 0.001
H -4.181 2.080 -2.728 0.022 0.719 -0.256 0.000
H -2.327 -5.814 -0.784 -0.124 -0.461 -0.125 0.000
C 0.918 4.766 2.810 -1.089 -1.371 0.767 0.001
H 3.053 0.654 -4.409 -0.511 0.513 -0.005 0.000
H -3.513 0.978 1.818 1.215 -0.841 -0.263 0.001
F -0.659 2.738 -6.797 -0.116 1.671 1.397 0.000
H 0.098 1.071 -3.577 0.564 -0.630 -0.802 0.001
H 4.931 2.594 0.997 -0.332 -0.303 -0.357 0.000
C 2.606 1.151 1.489 0.443 -1.673 0.065 0.002
C -1.816 -5.099 -0.174 0.212 0.513 1.532 0.000
C 3.010 -2.182 -3.734 2.616 1.069 0.058 0.005
H -5.154 2.260 0.832 -0.187 -0.054 0.418 0.000
C -1.211 -4.030 -0.767 1.028 1.435 -2.031 0.007
C 1.506 -2.380 2.271 0.458 2.143 0.005 0.003
H -3.363 -2.078 2.121 0.057 0.229 0.099 0.000
C 2.322 -1.211 2.174 0.630 -0.305 -0.121 0.007
C -5.109 2.373 -0.244 1.164 1.316 0.522 0.000
N 0.025 -1.859 -0.515 -0.103 0.125 -1.623 0.081
H -6.411 -2.417 0.341 -0.087 -0.095 -0.652 0.000
P 1.362 -0.372 -2.289 -0.805 -0.442 1.044 0.093
H 4.513 3.707 2.264 -0.510 -0.106 -0.484 0.000
H 4.350 -0.480 2.339 0.036 -0.418 -0.090 0.001
P 1.677 2.717 1.223 -0.026 -0.692 0.209 0.034
C 3.046 3.769 0.551 0.578 -0.595 0.115 0.006
H 5.138 4.294 0.788 0.209 0.393 -0.464 0.000
H -2.354 1.718 0.795 0.182 -0.393 -0.085 0.001
C -1.231 -4.172 1.986 0.582 1.553 0.575 -0.001
C -1.242 -1.619 5.450 1.091 0.032 0.054 0.005
H 2.384 1.994 -3.467 0.021 0.495 0.746 0.001
H -6.102 2.684 -0.587 0.200 0.410 0.023 0.000
H 3.834 -4.688 3.268 -0.443 0.567 -0.135 0.000
C 3.093 -2.228 -1.213 -0.017 -1.269 -0.179 0.000
H 2.820 -1.670 -0.328 -0.027 -0.075 0.325 0.000
C -2.678 0.706 1.099 -0.375 0.502 -0.058 0.008
H 1.253 -1.208 -5.422 1.064 -0.755 -0.078 0.000
H -0.342 -1.240 -4.590 1.099 0.575 -0.598 0.000
H -4.326 3.194 -0.405 -1.130 -1.046 -0.148 0.000
C -0.593 -2.966 -0.047 -0.559 -0.951 1.045 0.006
H 2.196 4.034 -1.435 0.392 -0.310 -0.122 0.000
H 0.169 4.791 1.974 0.754 0.347 0.595 0.000
C -2.392 -0.252 3.896 -0.449 0.586 0.925 0.008
H -4.272 0.376 -2.849 -0.775 0.268 -0.327 0.000
C -0.387 -2.028 4.431 -0.710 -0.248 0.242 -0.001
C 4.215 -2.577 2.939 -0.643 0.466 -1.189 0.000
N -1.547 -0.123 1.568 -0.679 -0.118 1.032 0.113
Cl -1.797 5.036 -0.651 -0.059 0.356 0.188 0.009
H 4.016 3.961 -1.391 -0.202 0.223 -0.095 0.000
H 3.904 -2.845 -3.662 -0.437 0.376 -0.092 0.001
Ge 0.160 -0.245 0.532 -0.280 -0.159 0.927 0.377
C -1.549 -0.637 2.887 0.184 1.122 -2.318 0.009
H 2.445 3.421 3.409 -0.065 -0.744 0.519 0.001
H -0.955 -1.912 6.433 -0.272 -0.244 0.775 0.000
H -2.736 -0.296 6.010 -1.206 0.622 1.007 0.000
C -4.718 -1.236 0.635 0.666 -0.663 -2.192 0.000
H -5.223 -0.627 1.334 -0.629 0.994 0.845 0.000
H 3.649 -0.587 -2.380 0.134 -0.303 -0.361 0.001
H 2.171 -2.814 -3.815 -1.177 -0.607 -0.742 0.000
H -2.405 -5.864 1.724 -0.875 -1.541 0.823 0.001
C 0.938 0.399 -3.906 0.027 -0.171 0.691 0.013
H -5.863 1.363 -2.806 1.181 -0.054 0.049 0.000
H 0.378 5.009 3.740 0.016 0.181 -0.240 0.000
H -5.296 -2.501 -1.069 -0.007 -0.028 0.041 0.000
H -0.431 2.148 3.109 0.226 0.513 0.107 0.000
H -3.504 -3.063 0.715 -0.204 0.155 -0.196 0.000
C 2.899 -1.392 -2.450 -0.112 1.158 0.067 0.016
P -3.494 -0.153 -0.366 -0.114 0.208 1.028 0.003
H 0.308 2.559 4.679 0.118 -0.515 -0.155 0.000
C -1.828 -5.157 1.234 0.146 0.701 -1.124 0.007
C -0.568 -1.578 3.165 -0.236 0.092 0.078 0.004
C -4.811 1.074 -0.925 0.895 -0.069 -0.435 0.001
H -5.613 0.428 -0.716 -1.303 -0.329 0.190 0.000
C -0.608 -3.083 1.345 -0.317 -1.267 0.286 0.007
F 0.071 4.747 -6.261 1.370 0.841 0.065 0.000
H -0.947 -1.150 -2.308 -0.056 -0.428 0.096 0.001
H 4.163 -2.500 -1.127 -0.569 -0.064 0.035 0.000
H -1.286 -4.118 3.103 0.008 -0.396 -1.146 0.000
C -5.770 -1.835 -0.346 0.633 -0.912 1.732 0.000
C -1.349 3.652 -4.628 -0.548 -1.357 0.736 0.001
H 0.046 -0.071 -5.897 0.361 -0.163 0.904 0.001
H 2.717 4.772 0.821 0.057 0.252 -0.355 0.000
C -0.949 3.979 -6.092 -1.946 -2.286 -2.139 0.000
H -6.377 -1.130 -0.851 -0.575 0.619 -0.525 0.000
H -4.808 -2.998 1.893 -0.243 -0.029 -0.076 0.000
C 2.152 1.285 -4.227 -0.290 -0.907 -1.766 0.003
O -2.562 3.528 -4.368 1.395 0.478 -0.330 0.001
H 3.117 2.455 -1.216 -0.262 1.052 0.172 0.001
N 0.126 -2.066 2.037 0.119 -0.729 -0.449 0.003
C 2.022 -3.566 2.650 1.699 -1.269 1.095 -0.001
C 3.395 -3.705 3.033 -0.199 0.659 -0.659 0.005
H 2.448 -3.151 -1.302 0.652 0.756 0.403 0.000
O -0.339 3.369 -3.916 -0.515 0.743 -0.477 0.007
C 0.501 -0.598 -5.009 -2.716 1.255 0.221 0.004
H 3.274 0.960 0.633 -0.125 0.160 -0.005 0.000
```
Forces are in eV/Å.

## Properties
charge: -2
LUMO (alpha / beta): 3.95 / 3.33 eV
2S+1: 2
<S²>: 0.75
energy relative to the best compared isomer or geometry (same formula, charge and spin): 0.00 kcal/mol
HOMO-LUMO gap (alpha / beta): 6.23 / 5.61 eV

---

[2]
Density functional theory data (the ωB97M-V functional and the def2-TZVPD basis) for a 3-piece molecular cluster, C41H60F6IN3O6 overall.

The geometry in XYZ format:
```
117
Properties=species:S:1:pos:R:3:forces:R:3:lowdin_charge:R:1
H -6.678 -4.266 -2.372 -0.116 0.174 0.202 0.105
H -3.421 -2.484 -0.644 -0.071 0.033 -0.339 0.112
H 3.895 -4.325 5.166 0.665 0.167 -0.134 0.066
H -9.873 -2.606 3.179 -0.344 -0.056 0.045 0.072
H -6.509 -4.754 -0.679 -0.084 0.056 -0.372 0.104
H 4.048 -0.231 -1.457 0.228 -0.012 0.420 0.117
H -6.983 -2.023 -0.450 0.360 -0.096 -0.008 0.098
C -6.911 -3.967 -1.340 0.198 -0.043 0.744 -0.200
H 13.361 4.246 -2.573 0.172 -0.229 -0.059 0.126
C 4.267 -3.000 1.996 1.490 -1.176 0.097 -0.483
H 9.138 -0.634 -0.973 -0.145 0.115 -0.148 0.127
C 2.071 -0.258 -0.626 -0.007 0.024 -0.584 -0.202
F 13.514 -0.963 -0.805 -0.217 0.215 0.023 0.167
F 8.103 0.280 -5.417 0.046 -0.116 0.180 0.165
H -8.322 -3.003 0.937 0.196 -0.335 -0.160 0.096
C 3.602 -0.398 -0.465 -0.981 0.389 0.366 -0.168
N -4.800 1.750 1.252 1.416 1.212 -0.454 0.208
H -4.201 3.233 5.770 -0.012 0.434 -0.076 0.075
O 4.865 -3.863 1.375 -0.651 0.763 0.031 0.084
H 12.652 5.223 -0.410 0.004 -0.014 -0.051 0.084
C -4.291 -2.076 -2.631 0.025 -0.176 0.011 -0.182
C -2.811 2.167 -0.115 0.490 0.449 -0.216 -0.211
C -10.733 -2.390 1.215 -0.720 -0.539 0.431 -0.261
C -3.860 1.372 0.330 -0.504 -1.623 -0.280 -0.198
H -11.703 -2.090 0.789 0.263 -0.084 0.049 0.097
H -5.786 1.654 5.421 -0.208 -0.212 -0.290 0.075
H -6.689 1.406 3.845 0.182 0.260 0.098 0.087
C 7.704 0.963 -4.337 -0.212 0.377 -0.807 -0.541
H 9.143 -3.067 -2.844 0.119 -0.009 0.062 0.085
F 8.409 2.105 -4.304 0.067 -0.102 0.233 0.162
H -2.946 5.264 2.791 -0.291 -0.193 -0.116 0.091
H -4.047 -1.413 -3.478 -0.118 -0.109 0.247 0.113
C 13.060 1.299 -1.364 -0.254 0.780 -0.112 -0.396
H -5.808 -0.731 -1.932 -0.060 -0.244 -0.096 0.100
H -0.280 0.642 -2.854 -0.287 -0.205 -0.247 0.107
H -5.434 -2.806 -0.201 0.027 0.146 -0.344 0.096
H 5.129 -1.823 -0.024 -0.290 -0.364 0.059 0.127
H 11.893 3.452 -2.031 0.039 -0.226 0.079 0.125
F 6.426 1.288 -4.522 0.023 -0.117 0.270 0.169
C 13.133 4.245 -0.440 0.096 -0.253 0.227 -0.059
H -4.176 6.717 3.739 -0.410 -0.160 -0.057 0.026
I -6.898 6.471 3.718 0.446 0.201 0.000 0.729
C -10.885 -2.494 2.753 0.846 0.310 -0.227 -0.122
H -5.015 0.886 4.017 -0.117 0.263 0.035 0.099
H -10.801 -3.941 -0.318 0.033 -0.177 0.347 0.100
H 12.705 3.625 0.349 -0.097 0.037 -0.051 0.078
H -0.284 -1.200 -0.670 0.235 0.137 -0.231 0.110
C 13.920 0.047 -1.575 0.581 -0.735 -0.012 -0.544
C 12.947 3.604 -1.798 -0.204 0.655 0.066 -0.194
H -1.424 -0.686 -3.342 0.251 0.312 0.024 0.113
C -0.917 -0.182 -2.511 0.156 -0.097 1.326 -0.121
C 8.845 -2.559 -1.926 -0.283 0.029 -0.238 -0.053
C -3.204 -1.887 -1.542 0.014 0.127 -0.090 -0.145
H 1.696 -0.306 -2.799 0.138 -0.204 0.180 0.108
C -4.579 6.173 1.621 -0.242 0.613 1.118 -0.271
C -5.742 1.664 4.323 0.549 0.189 0.366 -0.021
C -4.225 3.728 4.790 -0.320 -0.987 0.149 -0.018
H 2.018 -1.910 -2.064 0.026 0.316 -0.092 0.099
C -3.517 3.841 1.223 0.402 0.414 0.009 -0.193
H 4.333 -5.187 3.586 -0.631 0.284 -0.146 0.076
C -5.178 2.991 3.854 -0.934 0.234 -0.172 -0.350
C 9.443 -1.169 -1.871 0.250 -0.512 0.473 -0.194
C -4.917 6.920 2.958 0.181 0.137 -0.443 -0.617
C 4.036 -1.771 0.042 -0.297 0.451 -0.848 -0.166
F 13.856 -0.367 -2.849 -0.173 0.208 -0.006 0.166
H -4.919 8.007 2.827 -0.162 -0.294 -0.019 0.026
C -3.038 -0.440 -1.082 0.733 -0.439 -0.610 -0.158
C -4.582 2.971 1.682 -1.812 0.380 0.288 -0.259
H 3.550 -2.541 -0.573 0.462 -0.008 0.128 0.126
H 7.755 -2.520 -1.919 0.020 0.019 0.115 0.074
O 9.098 -0.415 -3.051 -0.031 0.312 -0.245 0.037
H -8.371 -4.784 0.939 0.022 0.222 -0.196 0.109
C -5.741 -1.802 -2.172 0.734 0.202 0.083 -0.206
C -10.309 -3.777 0.652 0.682 0.627 -0.044 -0.209
H 14.193 4.364 -0.216 -0.008 0.096 -0.092 0.084
H 10.529 -1.233 -1.856 -0.014 0.185 -0.231 0.116
H -1.062 2.297 -1.375 -0.266 0.027 0.178 0.123
H -3.219 3.604 4.355 -0.271 0.248 -0.003 0.096
C -3.939 0.052 -0.195 -0.262 0.011 0.350 0.022
H -8.863 -2.986 -1.493 0.156 -0.309 -0.127 0.119
C -3.329 5.255 1.764 -0.381 0.264 -0.854 -0.131
N -2.639 3.445 0.334 -0.627 -0.324 0.394 0.179
C -8.428 -3.909 -1.067 0.113 0.242 0.358 -0.226
C -1.879 1.649 -1.049 0.646 0.592 -0.228 0.022
H -4.395 6.976 0.891 0.052 -0.431 -0.007 0.103
C -1.942 0.390 -1.542 -1.025 -0.968 -0.295 -0.179
C 7.904 0.160 -3.045 0.443 -0.437 0.603 -0.398
H -11.319 -1.595 3.210 -0.025 -0.233 -0.151 0.065
O 7.105 0.100 -2.158 -0.305 0.217 -0.215 0.163
H 1.562 -0.654 0.266 0.185 -0.097 -0.299 0.107
H 1.749 0.796 -0.686 0.381 -0.185 0.166 0.114
H -4.500 4.784 4.852 0.130 -0.238 0.013 0.043
H -6.398 -1.973 -3.038 -0.016 -0.002 0.330 0.113
H -2.271 -2.298 -1.945 -0.182 0.236 0.155 0.086
C -6.208 -2.625 -0.955 -1.096 -0.108 -0.461 -0.205
O 11.986 1.298 -0.838 0.013 -0.412 0.060 0.165
H -2.536 5.708 1.153 -0.080 -0.358 0.191 0.110
C 4.285 -3.071 3.506 -0.534 0.587 0.006 -0.068
H 9.174 -3.150 -1.072 0.026 0.043 -0.002 0.085
C 1.526 -0.937 -1.918 -0.675 -0.228 1.381 -0.188
C 4.163 -4.245 4.111 0.071 -0.563 0.083 0.033
H -10.621 -4.542 1.374 -0.153 0.076 -0.392 0.097
H -5.490 5.650 1.317 0.423 -0.161 -0.139 0.065
H -8.963 -4.765 -1.509 0.246 0.218 0.010 0.111
H -4.730 -0.617 0.144 0.064 0.381 0.133 0.113
H -4.201 -3.099 -3.036 -0.094 0.217 0.241 0.111
H 4.412 -2.189 4.137 -0.728 0.124 -0.528 0.106
N -5.462 3.479 2.690 2.160 -0.515 0.355 0.079
H 3.924 0.388 0.237 0.295 -0.272 -0.299 0.118
O 3.622 -1.975 1.411 0.619 0.080 0.649 0.010
F 15.209 0.272 -1.292 -0.120 0.188 0.031 0.167
H -0.192 -2.226 -2.074 -0.116 0.363 -0.008 0.098
C -8.760 -3.883 0.442 -0.730 -0.025 -0.128 -0.214
C -0.002 -1.196 -1.731 0.174 -0.374 -0.984 -0.187
O 13.666 2.359 -1.883 0.117 -0.337 -0.127 0.036
H -11.456 -3.385 3.037 -0.055 0.301 -0.074 0.066
H -10.012 -1.600 0.956 -0.128 -0.249 -0.004 0.101
```
Forces are in eV/Å.

## Properties
charge: 0
LUMO: 0.17 eV
SMILES: C=CC(=O)OCCCCCCc1cc2nc(CCCI)c(N=C(C)C)nc2cc1CCCCCCCCCC.CCOC(=O)C(F)(F)F.CCOC(=O)C(F)(F)F
HOMO-LUMO gap: 8.07 eV

---

Number 1: energy -168882.7645 eV. Number 2: energy -84649.3839 eV.